[1]
This record from OMol25 describes a molecular structure, C19H15CrNOS4. The level of theory is the ωB97M-V functional and the def2-TZVPD basis.

Atoms and positions in Å:
Cr: 0.090 -0.162 0.112
S: -0.647 -1.925 1.467
C: -1.414 -1.097 2.790
C: -1.994 -1.926 3.780
C: -2.706 -1.430 4.845
C: -2.912 -0.053 4.969
C: -2.327 0.777 4.040
C: -1.545 0.287 2.984
S: -1.172 1.486 1.713
C: -2.916 1.794 1.065
C: -3.057 1.257 -0.381
C: -4.228 1.392 -1.150
C: -4.183 0.871 -2.413
C: -3.043 0.219 -2.908
C: -1.896 0.015 -2.136
C: -0.532 -0.801 -2.909
S: 1.221 -1.787 -1.231
C: 2.326 -2.304 0.066
C: 2.809 -3.621 -0.001
C: 3.512 -4.218 1.025
C: 3.843 -3.454 2.142
C: 3.395 -2.151 2.219
C: 2.596 -1.557 1.223
S: 1.750 -0.090 1.767
N: -2.023 0.623 -0.830
H: -1.848 -2.995 3.684
H: -3.113 -2.113 5.582
H: -3.488 0.356 5.788
H: -2.470 1.849 4.116
H: -3.040 2.875 1.028
H: -3.632 1.239 1.664
H: -5.123 1.858 -0.754
H: -5.061 0.935 -3.049
H: -3.084 -0.175 -3.916
H: -0.018 -0.204 -3.665
H: -0.849 -1.760 -3.304
H: 2.513 -4.205 -0.865
H: 3.774 -5.268 0.960
H: 4.388 -3.888 2.971
H: 3.602 -1.569 3.110
O: -0.285 0.006 -1.738

Properties
DFT total energy, eV: -95243.0544
Multiplicity: 4
Kohn-Sham gap (spin up / spin down), eV: 6.02 / 6.38
Net charge: -1
E_HOMO (spin up / spin down), eV: -3.3907 / -3.7559
⟨S²⟩: 3.91
ΔE to the lowest compared entry with this formula, charge and spin, kJ/mol: 436.5

Atomic partial charges in e from the Löwdin method, atoms 1 to 8: number 1, Cr, carries 0.141; number 2, S, carries 0.662; number 3, C, carries -0.657; number 4, C, carries -0.135; number 5, C, carries -0.107; number 6, C, carries -0.116; number 7, C, carries -0.146; number 8, C, carries -0.533

***

[2]
This record from OMol25 describes a molecular structure, C19H15F7IrN2. The level of theory is the ωB97M-V functional and the def2-TZVPD basis.

Atoms and positions in Å:
Ir: -0.065 1.401 0.885
C: -2.991 1.201 1.265
N: -1.978 1.742 0.327
C: -2.241 1.181 -1.030
C: -2.081 3.239 0.271
C: -0.853 3.813 -0.417
N: 0.286 3.098 0.172
C: 1.620 3.435 -0.104
C: 2.597 2.621 0.467
F: 2.164 1.532 1.190
C: 3.944 2.837 0.311
F: 4.810 2.010 0.880
C: 4.375 3.913 -0.445
C: 3.428 4.728 -1.031
F: 3.807 5.759 -1.774
C: 2.067 4.498 -0.881
F: 1.199 5.312 -1.483
H: -3.987 1.488 0.922
H: -2.812 1.605 2.259
H: -2.900 0.119 1.289
H: -3.227 1.512 -1.363
H: -2.211 0.098 -0.969
H: -1.481 1.516 -1.729
H: -2.110 3.595 1.300
H: -3.011 3.525 -0.224
H: -0.773 4.874 -0.177
H: -0.880 3.727 -1.504
H: 5.430 4.103 -0.584
F: 0.068 -7.979 1.087
C: -0.064 -7.391 -0.112
F: -1.161 -7.893 -0.691
F: 0.992 -7.762 -0.852
C: -0.129 -5.892 0.027
C: 0.960 -5.237 0.592
C: 0.937 -3.864 0.732
C: -0.186 -3.140 0.316
C: -1.278 -3.810 -0.241
C: -1.244 -5.185 -0.394
C: -0.210 -1.721 0.455
C: -0.184 -0.506 0.576
H: 1.823 -5.803 0.914
H: 1.781 -3.342 1.161
H: -2.145 -3.249 -0.560
H: -2.082 -5.707 -0.833

Properties
DFT total energy, eV: -44778.4847
Multiplicity: 1
Kohn-Sham gap, eV: 6.34
Net charge: +1
E_HOMO, eV: -11.6660
ΔE to the lowest compared entry with this formula, charge and spin, kJ/mol: 0.0

Atomic partial charges in e from the Löwdin method, atoms 1 to 8: number 1, Ir, carries 1.329; number 2, C, carries -0.059; number 3, N, carries -0.429; number 4, C, carries -0.057; number 5, C, carries -0.167; number 6, C, carries -0.176; number 7, N, carries -0.163; number 8, C, carries -0.137

***

[3]
This record from OMol25 describes a molecular structure, C19H15F9N4O6STi. The level of theory is the ωB97M-V functional and the def2-TZVPD basis.

Atoms and positions in Å:
Ti: 0.610 0.112 -0.209
N: 0.773 -2.219 -4.289
C: 0.617 -1.601 -3.055
S: 2.035 -1.119 -2.207
N: -0.603 -1.365 -2.778
N: -0.845 -0.715 -1.595
C: -2.146 -0.568 -1.358
C: -2.522 0.114 -0.166
C: -3.853 0.057 0.338
C: -4.150 0.570 1.565
C: -3.180 1.256 2.328
C: -1.911 1.336 1.701
N: -1.572 0.676 0.584
H: 1.562 -1.968 -4.835
H: -0.092 -2.235 -4.844
H: -2.755 -1.128 -2.007
H: -4.638 -0.375 -0.302
H: -5.154 0.472 1.944
H: -3.444 1.731 3.292
H: -1.108 1.807 2.295
O: 4.167 -0.415 1.890
C: 3.068 -0.694 1.476
O: 2.531 -0.137 0.396
C: 2.221 -1.780 2.152
C: 1.546 -2.720 1.136
C: 0.947 -3.989 1.777
C: -0.308 -3.378 2.478
C: -0.170 -1.894 2.148
O: 0.370 -1.944 0.823
C: 0.993 -1.228 2.925
C: 0.804 0.260 2.909
O: 0.691 0.859 3.958
O: 0.742 0.794 1.771
H: 2.849 -2.256 2.871
H: 2.185 -2.900 0.272
H: 0.601 -4.657 1.017
H: 1.586 -4.589 2.418
H: -1.278 -3.780 2.109
H: -0.345 -3.565 3.566
H: -1.160 -1.362 2.152
H: 1.081 -1.516 3.976
F: 1.926 1.976 -3.837
C: 0.817 2.638 -3.518
F: -0.164 1.923 -4.019
F: 0.782 3.833 -4.192
C: 0.621 2.867 -1.986
O: 0.500 1.732 -1.381
C: -0.695 3.736 -1.800
F: -1.293 3.489 -0.656
F: -1.597 3.530 -2.807
F: -0.350 5.057 -1.752
C: 1.862 3.659 -1.352
F: 2.324 4.809 -1.958
F: 2.908 2.788 -1.296
F: 1.615 4.015 -0.070

Properties
DFT total energy, eV: -96605.9145
Multiplicity: 3
Kohn-Sham gap (spin up / spin down), eV: 4.41 / 6.31
Net charge: -2
E_HOMO (spin up / spin down), eV: 0.2813 / -1.6232
⟨S²⟩: 2.02
ΔE to the lowest compared entry with this formula, charge and spin, kJ/mol: 0.0

Atomic partial charges in e from the Löwdin method, atoms 1 to 8: number 1, Ti, carries 1.009; number 2, N, carries 0.003; number 3, C, carries -0.934; number 4, S, carries 0.629; number 5, N, carries -0.036; number 6, N, carries -0.149; number 7, C, carries -0.117; number 8, C, carries -0.313

***

[4]
This record from OMol25 describes a molecular structure, C19H15LaN4O3S4. The level of theory is the ωB97M-V functional and the def2-TZVPD basis.

Atoms and positions in Å:
La: -0.558 1.095 -2.569
S: -3.463 -0.054 -6.202
C: -2.466 0.347 -4.969
S: -0.900 -0.425 -4.794
S: -2.915 1.561 -3.796
N: -0.565 3.885 -2.519
C: 0.797 4.031 -2.978
C: 1.164 3.449 -4.195
C: 2.486 3.538 -4.620
C: 3.421 4.158 -3.810
C: 3.063 4.725 -2.599
C: 1.738 4.672 -2.184
S: 5.153 4.265 -4.375
O: 5.907 4.392 -3.144
O: 5.350 3.023 -5.095
O: 5.117 5.457 -5.202
H: -0.748 4.520 -1.753
H: -1.229 4.086 -3.260
H: 0.410 2.977 -4.827
H: 2.813 3.117 -5.562
H: 3.829 5.191 -1.994
H: 1.433 5.120 -1.243
N: -1.445 -4.142 3.155
C: -1.340 -4.495 4.476
C: -1.428 -5.715 5.140
C: -1.267 -5.689 6.508
C: -1.026 -4.488 7.199
C: -0.939 -3.281 6.544
C: -1.099 -3.283 5.156
N: -1.059 -2.246 4.259
C: -1.268 -2.783 3.085
C: -1.288 -2.011 1.853
C: -1.550 -2.560 0.597
C: -1.502 -1.753 -0.521
N: -1.223 -0.446 -0.462
C: -1.018 0.092 0.753
C: -1.027 -0.638 1.915
H: -1.608 -4.776 2.393
H: -1.613 -6.641 4.610
H: -1.327 -6.613 7.067
H: -0.906 -4.523 8.274
H: -0.752 -2.358 7.075
H: -1.792 -3.606 0.465
H: -1.693 -2.160 -1.506
H: -0.829 1.161 0.781
H: -0.839 -0.178 2.874

Properties
DFT total energy, eV: -76251.2332
Multiplicity: 1
Kohn-Sham gap, eV: 5.62
E_HOMO, eV: -7.7831
ΔE to the lowest compared entry with this formula, charge and spin, kJ/mol: 0.0

Atomic partial charges in e from the Löwdin method, atoms 1 to 8: number 1, La, carries 1.527; number 2, S, carries 0.551; number 3, C, carries -1.879; number 4, S, carries 0.284; number 5, S, carries 0.301; number 6, N, carries -0.040; number 7, C, carries -0.388; number 8, C, carries -0.092

***

[5]
This record from OMol25 describes a single C19H15N3O2 molecule. The level of theory is the ωB97M-V functional and the def2-TZVPD basis.

Atoms and positions in Å:
O: -2.534 -4.161 2.016
C: -2.488 -3.039 1.558
N: -1.329 -2.581 0.988
N: -1.156 -1.331 0.549
C: -0.033 -0.972 0.072
C: 0.173 0.375 -0.417
C: -0.846 1.327 -0.356
C: -0.631 2.598 -0.850
C: 0.594 2.945 -1.392
C: 1.623 2.006 -1.443
O: 2.786 2.394 -2.045
C: 3.985 1.842 -1.666
C: 4.284 1.520 -0.346
C: 5.537 1.029 -0.029
C: 6.497 0.864 -1.012
C: 6.203 1.203 -2.323
C: 4.952 1.689 -2.653
C: 1.407 0.720 -0.966
C: -3.637 -2.093 1.586
C: -3.970 -1.265 0.520
C: -5.081 -0.445 0.653
N: -5.839 -0.409 1.735
C: -5.530 -1.209 2.740
C: -4.448 -2.075 2.718
H: -0.546 -3.243 0.973
H: 0.815 -1.665 0.009
H: -1.792 1.048 0.079
H: -1.421 3.333 -0.810
H: 0.775 3.934 -1.782
H: 3.540 1.664 0.425
H: 5.764 0.780 0.997
H: 7.473 0.480 -0.757
H: 6.950 1.084 -3.094
H: 4.707 1.960 -3.668
H: 2.195 -0.017 -1.032
H: -3.390 -1.262 -0.389
H: -5.380 0.218 -0.148
H: -6.183 -1.154 3.600
H: -4.226 -2.723 3.551

Properties
DFT total energy, eV: -28510.8459
Multiplicity: 1
Kohn-Sham gap, eV: 8.56
E_HOMO, eV: -8.5685
ΔE to the lowest compared entry with this formula, charge and spin, kJ/mol: 158.4

Atomic partial charges in e from the Löwdin method, atoms 1 to 8: number 1, O, carries 0.085; number 2, C, carries -0.422; number 3, N, carries 0.057; number 4, N, carries 0.045; number 5, C, carries -0.085; number 6, C, carries -0.201; number 7, C, carries -0.032; number 8, C, carries -0.065